{"formula": "C27H31AuINP2Si", "method": "ωB97M-V/def2-TZVPD", "elements": ["Au", "C", "P", "C", "C", "C", "C", "C", "C", "C", "P", "C", "C", "H", "H", "H", "H", "H", "H", "H", "H", "H", "H", "H", "H", "H", "H", "H", "H", "C", "C", "C", "C", "C", "C", "Si", "C", "C", "C", "C", "C", "C", "H", "H", "H", "H", "H", "H", "H", "H", "H", "H", "H", "I", "C", "C", "C", "C", "N", "C", "H", "H", "H", "H"], "coordinates": [[1.198, -0.156, -0.377], [3.355, 2.583, -0.734], [2.217, 1.810, 0.454], [3.205, 1.677, 1.982], [1.046, 3.185, 0.856], [1.258, 4.034, 1.942], [0.325, 5.001, 2.288], [-0.837, 5.138, 1.547], [-1.050, 4.315, 0.452], [-0.122, 3.343, 0.090], [-0.366, 2.254, -1.365], [-0.793, 3.473, -2.675], [-2.043, 1.595, -1.009], [3.761, 3.508, -0.323], [2.806, 2.801, -1.650], [4.165, 1.896, -0.975], [3.722, 2.595, 2.260], [3.950, 0.896, 1.825], [2.545, 1.356, 2.788], [2.149, 3.938, 2.548], [0.506, 5.643, 3.140], [-1.571, 5.886, 1.818], [-1.955, 4.436, -0.131], [-1.632, 4.117, -2.406], [-1.048, 2.919, -3.580], [0.078, 4.092, -2.891], [-2.768, 2.384, -0.802], [-1.977, 0.922, -0.151], [-2.379, 1.014, -1.868], [0.337, -5.913, 1.094], [1.431, -5.854, 0.244], [1.621, -4.743, -0.572], [0.735, -3.664, -0.552], [-0.356, -3.744, 0.322], [-0.562, -4.854, 1.128], [0.985, -2.111, -1.619], [-0.437, -2.117, -2.868], [-1.698, -1.631, -2.513], [-2.767, -1.662, -3.400], [-2.589, -2.173, -4.679], [-1.345, -2.658, -5.056], [-0.286, -2.634, -4.157], [0.184, -6.779, 1.726], [2.135, -6.676, 0.209], [2.475, -4.716, -1.240], [-1.063, -2.920, 0.371], [-1.419, -4.893, 1.790], [2.185, -2.441, -2.450], [-1.846, -1.223, -1.519], [-3.737, -1.287, -3.096], [-3.417, -2.194, -5.377], [-1.200, -3.060, -6.052], [0.679, -3.023, -4.465], [0.079, -3.295, 4.727], [-0.374, -1.424, 3.938], [-1.248, -0.575, 4.592], [-1.505, 0.664, 4.027], [-0.873, 0.999, 2.840], [-0.030, 0.179, 2.211], [0.212, -1.018, 2.745], [-1.716, -0.871, 5.521], [-2.182, 1.360, 4.503], [-1.044, 1.963, 2.372], [0.890, -1.667, 2.202]], "homo_lumo_gap_ev": 7.9, "total_charge": 0, "de_lowest_kcal_mol": 1.3, "homo_energy_ev": -7.458}

---

{"formula": "C27H31BN10O5Zr", "method": "ωB97M-V/def2-TZVPD", "elements": ["Zr", "C", "C", "C", "C", "N", "N", "B", "N", "C", "C", "C", "C", "N", "N", "C", "C", "C", "C", "N", "N", "C", "C", "C", "C", "N", "H", "H", "H", "H", "H", "H", "H", "H", "H", "H", "H", "H", "H", "H", "H", "H", "H", "H", "H", "H", "N", "C", "C", "O", "N", "C", "C", "O", "O", "H", "H", "H", "H", "H", "H", "O", "C", "O", "C", "C", "C", "C", "C", "C", "H", "H", "H", "H", "H"], "coordinates": [[-0.405, 0.067, -1.095], [-0.967, 3.690, 0.069], [-0.702, 2.671, 1.123], [-0.440, 2.948, 2.476], [-0.269, 1.729, 3.073], [-0.446, 0.772, 2.134], [-0.690, 1.348, 0.930], [-0.328, -0.740, 2.276], [-1.478, -1.477, 1.557], [-2.346, -2.380, 2.067], [-3.369, -2.558, 1.173], [-3.066, -1.715, 0.090], [-3.907, -1.471, -1.117], [-1.907, -1.094, 0.325], [1.037, -1.202, 1.804], [2.095, -1.778, 2.404], [3.110, -1.870, 1.488], [2.594, -1.316, 0.308], [3.337, -1.192, -0.980], [1.336, -0.907, 0.500], [-0.627, -0.996, 3.812], [-1.821, -0.512, 4.406], [-1.802, -0.872, 5.716], [-0.599, -1.571, 5.885], [-0.002, -2.210, 7.062], [0.091, -1.617, 4.662], [-0.828, 4.682, 0.495], [-1.982, 3.602, -0.314], [-0.292, 3.566, -0.774], [-0.379, 3.919, 2.935], [-0.017, 1.486, 4.093], [-2.184, -2.844, 3.026], [-4.230, -3.194, 1.278], [-4.957, -1.550, -0.837], [-3.722, -2.202, -1.905], [-3.726, -0.481, -1.524], [2.058, -2.080, 3.433], [4.094, -2.277, 1.637], [4.154, -0.477, -0.870], [2.712, -0.856, -1.800], [3.782, -2.152, -1.245], [-2.536, 0.032, 3.810], [-2.549, -0.668, 6.463], [-0.630, -2.107, 7.941], [0.982, -1.772, 7.255], [0.175, -3.269, 6.854], [0.029, -2.241, -1.569], [-0.919, -2.886, -2.501], [-1.620, -1.837, -3.352], [-2.297, -2.188, -4.304], [-1.420, -0.583, -2.905], [-1.976, 0.499, -3.699], [-2.386, 1.602, -2.745], [-3.124, 2.515, -2.981], [-1.780, 1.449, -1.549], [0.955, -2.207, -1.989], [0.131, -2.791, -0.722], [-1.664, -3.437, -1.927], [-0.422, -3.594, -3.162], [-2.805, 0.178, -4.328], [-1.205, 0.922, -4.355], [1.145, 0.240, -2.755], [1.557, 1.367, -2.326], [1.129, 1.735, -1.190], [2.480, 2.199, -3.114], [2.927, 3.413, -2.600], [3.796, 4.191, -3.345], [4.212, 3.758, -4.598], [3.764, 2.547, -5.111], [2.896, 1.764, -4.370], [2.588, 3.732, -1.624], [4.147, 5.137, -2.955], [4.889, 4.370, -5.180], [4.089, 2.219, -6.089], [2.530, 0.821, -4.753]], "homo_lumo_gap_ev": [7.6, 3.6], "s2": 0.758, "total_charge": 1, "de_lowest_kcal_mol": 5.1, "homo_energy_ev": [-10.848, -10.847], "spin_multiplicity": 2}

---

{"formula": "C27H31Cl5Ge2InN2OS", "method": "ωB97M-V/def2-TZVPD", "elements": ["In", "C", "C", "Ge", "C", "C", "C", "C", "Ge", "C", "C", "C", "C", "C", "C", "C", "C", "C", "C", "H", "H", "H", "H", "H", "H", "H", "H", "H", "H", "H", "H", "H", "H", "H", "H", "H", "H", "H", "H", "H", "H", "H", "H", "H", "H", "Cl", "C", "C", "Cl", "C", "Cl", "C", "O", "C", "Cl", "C", "Cl", "C", "C", "C", "C", "N", "C", "S", "N", "H", "H", "H", "H", "H"], "coordinates": [[2.407, -0.865, -4.211], [-3.696, 2.102, -0.796], [-2.166, 2.173, -0.837], [-1.426, 0.393, -1.115], [-1.360, -0.233, -2.965], [-2.741, -0.346, -3.613], [-2.172, -0.927, 0.095], [-1.483, -1.825, 0.807], [0.482, -1.838, 0.707], [1.218, -3.041, -0.660], [1.246, -4.533, -0.329], [1.527, -1.604, 2.336], [1.524, -2.768, 3.328], [-2.117, -2.865, 1.653], [-3.460, -2.805, 2.031], [-4.023, -3.804, 2.804], [-3.259, -4.889, 3.220], [-1.926, -4.963, 2.856], [-1.365, -3.956, 2.084], [-4.120, 3.102, -0.721], [-4.045, 1.535, 0.068], [-4.119, 1.640, -1.690], [-1.773, 2.578, 0.094], [-1.810, 2.820, -1.640], [-0.862, -1.209, -2.958], [-0.720, 0.459, -3.512], [-3.398, -1.025, -3.065], [-2.662, -0.723, -4.632], [-3.234, 0.625, -3.667], [-3.260, -0.967, 0.128], [2.229, -2.676, -0.860], [0.635, -2.873, -1.571], [1.819, -4.737, 0.577], [1.714, -5.091, -1.140], [0.243, -4.938, -0.194], [1.185, -0.686, 2.818], [2.541, -1.391, 1.995], [0.543, -2.918, 3.775], [2.229, -2.566, 4.134], [1.828, -3.707, 2.862], [-4.077, -1.966, 1.738], [-5.064, -3.734, 3.091], [-3.704, -5.666, 3.826], [-1.318, -5.801, 3.171], [-0.320, -4.052, 1.810], [3.736, 5.655, -0.634], [3.161, 4.288, -1.503], [3.744, 3.039, -1.311], [5.049, 2.852, -0.209], [3.267, 1.942, -2.022], [4.022, 0.391, -1.856], [2.179, 2.034, -2.900], [1.682, 0.993, -3.507], [1.608, 3.310, -3.073], [0.260, 3.437, -4.134], [2.107, 4.420, -2.413], [1.430, 5.971, -2.716], [0.557, 4.990, 0.840], [1.247, 3.679, 1.004], [2.349, 3.511, 1.838], [2.895, 2.248, 1.937], [2.400, 1.204, 1.266], [1.370, 1.486, 0.496], [0.835, 0.120, -0.553], [0.766, 2.638, 0.303], [0.848, 5.693, 1.616], [-0.523, 4.845, 0.862], [0.808, 5.421, -0.129], [2.759, 4.342, 2.393], [3.751, 2.051, 2.570]], "homo_lumo_gap_ev": 8.1, "total_charge": 1, "homo_energy_ev": -10.778}